(1)
The ion C3H7N4 with charge +1, computed with wB97M-V/def2-TZVPD.

Results
Charge: +1
Structure (SMILES): C[n+]1c[nH]nc1N
LUMO, eV: -3.72

CARTESIAN COORDINATES (ANGSTROEM)
1 C -0.51 0.64 1.53
2 C 0.33 -1.01 0.49
3 C -0.47 0.82 -1.02
4 N 0.50 -1.27 1.74
5 N 0.02 -0.28 2.40
6 N -0.25 0.23 0.29
7 N 1.09 -1.74 -0.53
8 H -1.12 1.43 1.79
9 H 0.57 0.88 -1.53
10 H -0.95 0.02 -1.61
11 H -1.09 1.83 -1.20
12 H -0.12 -0.24 3.36
13 H 1.66 -2.61 -0.26
14 H 0.54 -1.91 -1.31

Results of the Mulliken charge analysis, in e, for atoms 1 through 5: -0.04, 0.23, -0.73, -0.62, 0.31

---

(2)
A cluster of 2 separate species, C16H17N in total, computed with wB97M-V/def2-TZVPD.

Results
Charge: -1
LUMO (alpha / beta), eV: 3.38 / 3.31
⟨S²⟩: 0.77
Spin multiplicity: 2

CARTESIAN COORDINATES (ANGSTROEM)
1 C 0.55 -1.67 -3.48
2 C -0.78 1.79 -2.64
3 C 0.43 2.48 -2.34
4 C -0.71 0.47 -3.02
5 C 0.50 -0.23 -3.09
6 C 1.61 1.77 -2.27
7 C 1.66 0.43 -2.65
8 H -1.71 2.35 -2.54
9 H 0.40 3.54 -2.08
10 H -1.61 -0.13 -3.21
11 H 2.54 2.21 -1.91
12 H 0.65 -2.31 -2.61
13 H 1.37 -1.85 -4.17
14 H 2.61 -0.04 -2.73
15 H -0.37 -1.93 -3.99
16 C -2.91 0.56 1.08
17 C -0.48 -0.21 1.70
18 C -1.90 -0.22 1.87
19 C 0.06 -1.11 2.64
20 C -2.17 -1.11 2.87
21 C 0.36 0.56 0.84
22 C 1.74 0.32 0.96
23 C 2.27 -0.55 1.90
24 C 1.44 -1.28 2.80
25 N -0.98 -1.65 3.34
26 H 0.03 1.23 0.08
27 H 2.44 0.77 0.29
28 H 3.34 -0.65 2.00
29 H -2.53 1.54 0.83
30 H -3.82 0.70 1.67
31 H -3.15 -1.34 3.24
32 H -0.85 -2.37 4.04
33 H 1.90 -1.90 3.57
34 H -3.14 0.07 0.13

Results of the Mulliken charge analysis, in e, for atoms 1 through 5: -1.43, -0.45, -0.50, -0.29, 0.81

---

(3)
A cluster of 4 separate species, C15H41FNO6PSi in total, computed with wB97M-V/def2-TZVPD.

Results
Structure (SMILES): C[C@@H](F)C[SiH2][PH2]=N.COCCOC.COCCOC.COCCOC
LUMO, eV: 0.61

CARTESIAN COORDINATES (ANGSTROEM)
1 C -4.68 -3.75 3.18
2 C -3.35 -4.24 4.05
3 F -2.47 -5.18 3.29
4 C -2.40 -2.98 4.56
5 Si -1.32 -2.28 3.10
6 P -2.24 -0.30 2.60
7 N -1.25 0.66 1.75
8 H -5.59 -3.46 3.89
9 H -5.06 -4.65 2.51
10 H -4.46 -2.83 2.48
11 H -3.79 -4.73 5.04
12 H -3.12 -2.13 4.98
13 H -1.75 -3.38 5.46
14 H -1.53 -3.12 1.89
15 H 0.10 -2.17 3.46
16 H -3.48 -0.64 1.89
17 H -2.67 0.28 3.88
18 H -1.75 0.86 0.83
19 C 3.52 3.58 4.52
20 O 4.05 2.33 4.94
21 C 3.17 1.64 5.83
22 C 2.44 0.50 5.11
23 O 1.51 1.01 4.15
24 C 2.00 0.89 2.82
25 H 4.15 3.97 3.71
26 H 2.50 3.48 4.14
27 H 3.53 4.29 5.35
28 H 2.46 2.33 6.29
29 H 3.79 1.21 6.62
30 H 1.86 -0.07 5.85
31 H 3.16 -0.19 4.64
32 H 2.00 -0.16 2.51
33 H 3.00 1.32 2.71
34 H 1.32 1.44 2.16
35 C -2.66 3.42 -3.32
36 O -2.48 2.38 -4.27
37 C -1.48 1.44 -3.87
38 C -2.10 0.15 -3.34
39 O -2.77 0.38 -2.09
40 C -4.18 0.43 -2.25
41 H -3.55 3.99 -3.60
42 H -2.80 3.03 -2.31
43 H -1.79 4.09 -3.34
44 H -0.80 1.89 -3.13
45 H -0.89 1.21 -4.76
46 H -1.30 -0.57 -3.14
47 H -2.78 -0.29 -4.08
48 H -4.57 -0.56 -2.47
49 H -4.48 1.13 -3.03
50 H -4.62 0.77 -1.30
51 C 4.86 0.54 -4.93
52 O 4.51 -0.83 -4.77
53 C 3.51 -1.02 -3.77
54 C 2.14 -1.28 -4.40
55 O 1.64 -0.10 -5.06
56 C 1.78 -0.18 -6.47
57 H 5.49 0.64 -5.81
58 H 3.98 1.17 -5.06
59 H 5.43 0.89 -4.06
60 H 3.47 -0.16 -3.08
61 H 3.80 -1.90 -3.19
62 H 1.42 -1.52 -3.61
63 H 2.18 -2.13 -5.09
64 H 1.07 -0.92 -6.87
65 H 2.79 -0.45 -6.77
66 H 1.54 0.80 -6.90

Results of the Mulliken charge analysis, in e, for atoms 1 through 5: -0.80, 0.21, -0.33, -0.74, 0.42

---

(4)
A structure of composition C26H40N4O5PPtS2Te, computed with wB97M-V/def2-TZVPD.

Results
Charge: -1
LUMO, eV: 2.45

CARTESIAN COORDINATES (ANGSTROEM)
1 Pt -0.24 -1.04 -1.10
2 O 1.56 2.25 0.86
3 C 0.65 3.15 0.26
4 C 1.15 3.49 -1.14
5 C 1.15 2.29 -2.09
6 C -0.25 1.91 -2.46
7 C -0.92 2.71 -3.40
8 C -2.27 2.55 -3.61
9 C -2.95 1.61 -2.85
10 C -2.23 0.81 -1.99
11 N -0.89 0.92 -1.82
12 H 1.04 1.54 1.30
13 H 0.59 4.08 0.85
14 H -0.35 2.72 0.22
15 H 2.17 3.87 -1.05
16 H 0.54 4.30 -1.56
17 H 1.69 1.48 -1.62
18 H 1.69 2.57 -3.00
19 H -0.35 3.46 -3.93
20 H -2.79 3.16 -4.34
21 H -4.01 1.45 -2.95
22 H -2.71 0.03 -1.42
23 O 0.06 0.46 2.16
24 P 0.39 -0.26 3.42
25 N -0.76 -1.31 3.97
26 C -2.06 -0.81 4.46
27 C -2.99 -2.04 4.44
28 C -2.16 -3.17 3.82
29 C -1.08 -2.44 3.06
30 N 1.77 -1.13 3.25
31 C 2.22 -2.17 4.17
32 C 2.82 -3.23 3.24
33 C 3.41 -2.39 2.11
34 C 2.38 -1.28 1.91
35 N 0.67 0.78 4.71
36 C 2.03 1.37 4.75
37 C 1.83 2.69 5.47
38 C 0.49 3.16 4.93
39 C -0.33 1.87 4.90
40 H -2.45 -0.03 3.80
41 H -1.93 -0.39 5.46
42 H -3.86 -1.82 3.82
43 H -3.35 -2.29 5.44
44 H -2.75 -3.81 3.16
45 H -1.72 -3.79 4.61
46 H -1.45 -2.08 2.10
47 H -0.19 -3.04 2.88
48 H 1.39 -2.54 4.77
49 H 2.99 -1.78 4.85
50 H 2.03 -3.87 2.85
51 H 3.56 -3.86 3.74
52 H 3.56 -2.95 1.19
53 H 4.37 -1.97 2.41
54 H 1.63 -1.55 1.18
55 H 2.84 -0.34 1.58
56 H 2.42 1.55 3.74
57 H 2.71 0.70 5.27
58 H 2.65 3.39 5.28
59 H 1.77 2.53 6.55
60 H 0.62 3.53 3.91
61 H 0.02 3.94 5.52
62 H -1.06 1.87 4.09
63 H -0.86 1.72 5.84
64 Te 2.15 -1.02 -1.91
65 C 2.76 -2.98 -2.44
66 C 4.13 -3.21 -2.42
67 C 4.65 -4.45 -2.78
68 C 3.80 -5.48 -3.15
69 C 2.43 -5.25 -3.18
70 C 1.91 -4.01 -2.84
71 H 4.81 -2.42 -2.12
72 H 5.72 -4.61 -2.76
73 H 4.20 -6.45 -3.42
74 H 1.75 -6.04 -3.48
75 H 0.85 -3.83 -2.88
76 O -3.02 -3.60 0.48
77 S -2.31 -2.76 -0.45
78 O -2.85 -2.72 -1.80
79 O -2.10 -1.33 0.08
80 S -0.30 -3.22 -0.46

Results of the Mulliken charge analysis, in e, for atoms 1 through 5: 1.13, -0.52, -0.38, -1.04, -0.41

---

(5)
A structure of composition C3H3MnO4, computed with wB97M-V/def2-TZVPD.

Results
Charge: +1
LUMO (alpha / beta), eV: -7.43 / -7.40
⟨S²⟩: 8.76
Spin multiplicity: 6

CARTESIAN COORDINATES (ANGSTROEM)
1 O -1.09 0.65 1.71
2 C -0.08 -0.01 1.74
3 C 0.52 -0.67 0.53
4 H 0.48 -0.17 2.68
5 H 1.54 -0.26 0.40
6 H 0.54 -1.76 0.68
7 O 0.40 1.62 -1.07
8 C 0.26 0.49 -1.53
9 O -0.25 -0.45 -0.63
10 O -0.27 0.26 -2.66
11 Mn -2.04 0.30 -1.85

Results of the Mulliken charge analysis, in e, for atoms 1 through 5: -0.44, 0.05, -0.46, 0.38, 0.38

---

(6)
A structure of composition C2H3I2O3P, computed with wB97M-V/def2-TZVPD.

Results
Charge: -2
LUMO (alpha / beta), eV: 3.96 / 2.92
⟨S²⟩: 2.01
Spin multiplicity: 3

CARTESIAN COORDINATES (ANGSTROEM)
1 C -1.28 -0.94 -0.18
2 C 1.30 1.72 0.56
3 O 1.05 0.37 -1.85
4 O -0.15 -0.80 0.36
5 O 2.49 -0.71 -0.07
6 P 1.43 0.23 -0.41
7 I -10.29 -0.27 0.00
8 I -0.13 3.07 -0.19
9 H -2.11 -1.23 0.42
10 H -1.34 -0.60 -1.26
11 H 0.96 1.52 1.59

Results of the Mulliken charge analysis, in e, for atoms 1 through 5: -0.61, -0.47, -0.68, -0.50, -0.70

---

Across the entries above, maximum force takes the values 5.85; 1.56; 3.24; 0.89; 5.45; 5.71 eV Å⁻¹, respectively.
Across the entries above, ΔE to the lowest compared entry with this formula, charge and spin takes the values 31.5; 3.5; 42.9; 0.7; 41.9; 0.0 kcal/mol, respectively.